ORCA calculation (ωB97M-V/def2-TZVPD) on a 9-piece molecular cluster, C5H28N2O8 overall.

Properties
**Net charge**: 0
**Orbital gap**: 8.0 eV
**Energy relative to the best compared isomer or geometry (same formula, charge and spin)**: 119.09 kJ/mol
**SMILES string**: N/C=C/CCCN.O.O.O.O.O.O.O.O

Structure (XYZ):
```
43
C5H28N2O8 | the Open Molecules 2025 dataset | ωB97M-V/def2-TZVPD
N 1.97 -0.42 2.70
C 2.76 -0.37 1.54
C 2.21 -0.26 0.34
C 3.04 -0.19 -0.93
C 2.41 -0.71 -2.21
C 1.04 -0.07 -2.55
N 1.07 1.36 -2.77
H 1.14 0.15 2.61
H 2.43 -0.49 3.59
H 3.81 -0.48 1.77
H 1.14 -0.08 0.21
H 3.95 -0.77 -0.75
H 3.41 0.84 -1.04
H 3.06 -0.50 -3.06
H 2.21 -1.77 -2.08
H 0.28 -0.37 -1.83
H 0.73 -0.61 -3.45
H 0.96 1.90 -1.93
H 1.69 1.66 -3.50
O -2.50 -2.13 0.55
H -3.02 -2.80 0.09
H -2.18 -1.53 -0.16
O -1.90 1.84 -2.86
H -1.09 1.57 -3.33
H -1.49 2.34 -2.14
O 0.49 -3.11 1.29
H 1.10 -2.56 1.79
H -0.10 -2.58 0.75
O -0.71 2.44 -0.13
H -0.69 1.57 0.26
H -1.61 2.77 -0.04
O -2.24 -0.97 3.08
H -2.76 -1.38 2.38
H -1.37 -1.38 2.96
O -2.39 -0.74 -1.85
H -2.36 0.21 -1.64
H -3.32 -0.96 -1.96
O -2.79 1.39 1.62
H -2.59 0.44 1.77
H -3.70 1.60 1.85
O -0.34 1.60 3.03
H -0.98 1.46 3.73
H -0.78 2.08 2.32
```


ORCA calculation (ωB97M-V/def2-TZVPD) on one molecule with the formula C7H12.

Properties
**Net charge**: 0
**Orbital gap**: 10.5 eV
**Energy relative to the best compared isomer or geometry (same formula, charge and spin)**: 280.64 kJ/mol
**SMILES string**: C=CCC(=C)CC

Structure (XYZ):
```
19
C7H12 | the Open Molecules 2025 dataset | ωB97M-V/def2-TZVPD
C 2.96 0.59 -0.71
C 1.63 0.85 -0.58
C 0.69 -0.27 -0.17
C -0.34 0.02 0.79
C -0.35 -0.23 2.07
C -1.53 0.47 0.05
C -2.08 -0.67 -0.84
H 3.62 1.30 -1.06
H 3.35 -0.38 -0.30
H 0.91 1.61 -0.96
H 0.35 -0.66 -1.18
H 1.31 -1.14 0.27
H 0.54 -0.68 2.42
H -1.09 -0.13 2.80
H -2.27 0.75 0.93
H -1.12 1.27 -0.71
H -1.84 -0.44 -1.84
H -1.57 -1.52 -0.38
H -3.18 -0.73 -0.61
```


ORCA calculation (ωB97M-V/def2-TZVPD) on a 2-piece molecular cluster, C2H7ClOP overall.

Properties
**Net charge**: +1
**Orbital gap (spin up / spin down)**: 9.1 / 5.0 eV
**Energy relative to the best compared isomer or geometry (same formula, charge and spin)**: 524.10 kJ/mol

Structure (XYZ):
```
12
C2H7ClOP | the Open Molecules 2025 dataset | ωB97M-V/def2-TZVPD
C -1.23 -1.92 -0.89
C 2.10 2.14 0.27
O -0.70 -0.37 1.47
P -0.44 -0.32 -0.08
Cl -2.02 0.86 -0.51
H -1.07 -1.68 -2.01
H -2.25 -2.02 -0.63
H -0.90 -2.94 -0.60
H 2.59 1.64 -0.62
H 2.03 1.63 1.33
H 1.94 3.29 0.15
H -0.06 -0.31 2.12
```


ORCA calculation (ωB97M-V/def2-TZVPD) on C39H96F2N9O8S2V as an isolated structure.

Properties
**Multiplicity**: 2
**Net charge**: +1
**Orbital gap (spin up / spin down)**: 2.6 / 3.3 eV

Structure (XYZ):
```
157
C39H96F2N9O8S2V | the Open Molecules 2025 dataset | ωB97M-V/def2-TZVPD
O -1.87 1.20 -3.13
V -1.75 -0.37 -2.67
N -0.15 -0.11 -1.35
S 0.29 -1.00 0.03
O 0.34 -0.33 1.35
O 1.06 -2.22 -0.18
F -1.19 -1.66 0.09
S 1.12 0.78 -1.10
O 2.33 0.33 -1.75
O 1.29 1.62 0.06
F 0.65 1.84 -2.20
C 6.71 1.30 1.56
C 5.15 1.53 1.45
N 4.58 1.82 2.80
C 3.16 1.48 2.90
C 3.20 -0.05 3.29
C 4.86 3.21 3.23
C 4.97 3.35 4.72
H 6.95 0.53 2.29
H 7.18 2.21 1.95
H 7.11 0.92 0.62
H 4.93 2.29 0.70
H 4.66 0.68 0.97
H 2.65 1.67 1.96
H 2.71 1.98 3.77
H 2.20 -0.49 3.33
H 3.63 -0.19 4.28
H 3.65 -0.69 2.54
H 5.74 3.49 2.66
H 4.09 3.89 2.88
H 4.18 2.80 5.23
H 5.82 2.77 5.08
H 5.06 4.36 5.12
C -0.24 4.65 -1.32
C -0.17 4.67 0.21
N -1.38 5.26 0.86
C -2.68 4.71 0.40
C -3.87 5.63 0.62
C -1.21 5.28 2.36
C -1.47 4.01 3.21
H -0.69 5.57 -1.68
H -0.85 3.82 -1.66
H 0.78 4.41 -1.64
H 0.02 3.70 0.69
H 0.55 5.44 0.47
H -2.64 4.62 -0.68
H -2.82 3.70 0.78
H -4.19 5.57 1.66
H -3.73 6.64 0.24
H -4.70 5.30 -0.01
H -1.87 6.03 2.80
H -0.22 5.63 2.64
H -2.51 3.69 3.21
H -1.20 4.27 4.23
H -0.91 3.10 3.00
C 0.44 5.71 -4.89
C 1.73 5.97 -4.09
N 2.80 5.09 -4.54
C 3.94 5.91 -5.04
C 3.58 6.66 -6.33
C 3.02 3.83 -3.70
C 4.01 2.93 -4.41
H 0.05 4.71 -4.69
H 0.62 5.80 -5.96
H -0.23 6.52 -4.60
H 1.98 7.03 -4.11
H 1.60 5.81 -3.02
H 4.30 6.62 -4.29
H 4.76 5.24 -5.30
H 4.44 7.12 -6.82
H 2.95 6.09 -7.02
H 3.00 7.55 -6.09
H 2.04 3.37 -3.60
H 3.32 4.07 -2.68
H 3.79 2.92 -5.47
H 3.98 1.92 -3.99
H 5.00 3.31 -4.18
C -5.00 -5.54 -0.45
C -3.59 -4.87 -0.26
N -2.59 -5.59 0.53
C -2.36 -6.93 0.00
C -1.39 -6.87 -1.17
C -1.42 -4.73 0.83
C -0.63 -5.28 1.99
H -5.66 -4.94 -1.08
H -5.53 -5.71 0.49
H -4.85 -6.51 -0.92
H -3.23 -4.66 -1.27
H -3.84 -3.90 0.16
H -1.91 -7.47 0.83
H -3.27 -7.47 -0.26
H -1.21 -7.91 -1.45
H -1.84 -6.42 -2.05
H -0.47 -6.34 -0.90
H -1.73 -3.74 1.16
H -0.82 -4.38 -0.01
H 0.06 -6.07 1.68
H -1.20 -5.54 2.88
H 0.00 -4.49 2.39
C -2.46 -2.31 7.66
C -2.71 -3.46 6.71
N -2.49 -3.05 5.35
C -3.17 -3.76 4.28
C -4.63 -3.22 4.19
C -1.04 -2.98 5.06
C -0.58 -1.96 4.03
H -2.59 -2.61 8.71
H -3.03 -1.40 7.51
H -1.40 -2.08 7.71
H -2.07 -4.32 6.92
H -3.71 -3.87 6.80
H -3.15 -4.85 4.37
H -2.76 -3.49 3.31
H -5.18 -3.20 5.13
H -5.15 -3.77 3.41
H -4.53 -2.20 3.82
H -0.55 -2.72 6.00
H -0.73 -3.98 4.74
H -0.97 -0.96 4.20
H 0.51 -1.99 4.04
H -0.91 -2.22 3.02
C -0.74 -3.56 -2.91
O -1.50 -2.63 -2.63
N -0.89 -4.36 -3.96
C 0.15 -5.36 -4.20
C -1.93 -4.41 -4.97
H 0.12 -3.78 -2.27
H -0.18 -6.37 -4.40
H 0.94 -5.40 -3.44
H 0.75 -5.00 -5.03
H -1.40 -4.45 -5.92
H -2.57 -5.28 -4.83
H -2.60 -3.55 -4.92
C 4.14 -4.27 -3.89
O 3.48 -4.98 -4.55
N 3.66 -3.10 -3.45
C 4.35 -2.32 -2.48
C 2.40 -2.53 -3.91
H 5.21 -4.32 -3.62
H 3.95 -2.44 -1.47
H 4.35 -1.25 -2.69
H 5.42 -2.54 -2.52
H 2.62 -1.56 -4.36
H 2.01 -3.10 -4.76
H 1.67 -2.45 -3.11
C -3.56 0.81 0.20
O -3.01 0.46 -0.86
N -4.67 1.53 0.17
C -5.30 1.97 1.42
C -5.33 1.98 -1.02
H -3.13 0.47 1.15
H -5.37 3.04 1.25
H -4.67 1.85 2.31
H -6.33 1.64 1.58
H -4.80 1.70 -1.93
H -6.29 1.49 -1.16
H -5.51 3.06 -0.97
```


ORCA calculation (ωB97M-V/def2-TZVPD) on one molecule with the formula C4H4N2O.

Properties
**Net charge**: 0
**Orbital gap**: 9.3 eV
**Energy relative to the best compared isomer or geometry (same formula, charge and spin)**: 225.35 kJ/mol
**SMILES string**: [H]/N=C/N=C=CC=O

Structure (XYZ):
```
11
C4H4N2O | the Open Molecules 2025 dataset | ωB97M-V/def2-TZVPD
H 2.66 -2.50 -0.05
N 1.81 -1.97 0.09
C 2.06 -0.73 0.06
N 1.04 0.16 0.33
C 0.00 0.67 0.08
C -1.17 1.29 -0.07
C -2.42 0.52 -0.06
O -2.50 -0.69 -0.02
H 3.03 -0.26 -0.08
H -1.18 2.36 -0.16
H -3.33 1.15 -0.10
```


ORCA calculation (ωB97M-V/def2-TZVPD) on C3H5NO2 as an isolated structure.

Properties
**Net charge**: 0
**Orbital gap**: 11.1 eV
**Energy relative to the best compared isomer or geometry (same formula, charge and spin)**: 316.41 kJ/mol

Structure (XYZ):
```
11
C3H5NO2 | the Open Molecules 2025 dataset | ωB97M-V/def2-TZVPD
O 0.50 -1.93 0.06
C 0.17 -0.71 -0.52
C -0.99 0.03 0.50
O 0.09 0.83 1.01
C 0.78 0.60 -0.16
N 1.25 1.46 -0.95
H -0.08 -2.01 0.81
H 0.33 -0.87 -1.61
H -1.73 0.70 0.04
H -1.46 -0.48 1.36
H 1.14 2.38 -0.54
```


Question: Look up the net charge of the fifth one.
Answer: 0


What did the third record say?
ORCA calculation (ωB97M-V/def2-TZVPD) on a 2-piece molecular cluster, C2H7ClOP overall.

Properties
**Net charge**: +1
**Orbital gap (spin up / spin down)**: 9.1 / 5.0 eV
**Energy relative to the best compared isomer or geometry (same formula, charge and spin)**: 524.10 kJ/mol

Structure (XYZ):
```
12
C2H7ClOP | the Open Molecules 2025 dataset | ωB97M-V/def2-TZVPD
C -1.23 -1.92 -0.89
C 2.10 2.14 0.27
O -0.70 -0.37 1.47
P -0.44 -0.32 -0.08
Cl -2.02 0.86 -0.51
H -1.07 -1.68 -2.01
H -2.25 -2.02 -0.63
H -0.90 -2.94 -0.60
H 2.59 1.64 -0.62
H 2.03 1.63 1.33
H 1.94 3.29 0.15
H -0.06 -0.31 2.12
```


Question: Look up the net charge of the third one.
Answer: +1


Question: What is the net charge in the fifth record?
Answer: 0